Record 1
The molecule C2H3N3O3. Source: the Open Molecules 2025 dataset; level of theory: ωB97M-V with the def2-TZVPD basis set.

Each line ends with the Mulliken charge.
Geometry (Å):
H: 0.53 2.55 -0.91  0.2768
N: -0.28 2.10 -0.41  -0.5121
C: -0.07 0.76 0.00  0.2509
C: -1.22 -0.18 0.15  0.4667
O: -2.30 0.21 0.42  -0.4049
O: -0.75 -1.51 -0.23  -0.2401
N: 0.71 -1.56 -0.09  -0.1907
N: 1.09 -0.05 -0.29  0.0128
O: 2.29 0.33 0.44  -0.3525
H: 0.96 -2.14 -0.99  0.3054
H: 1.77 0.43 1.46  0.3877

Results
LUMO, eV: -1.171
Relative energy (zero: lowest compared OMol25 entry of this formula, charge and spin), kJ/mol: 522.47
HOMO energy, eV: -9.770
Orbital gap, eV: 8.6
Multiplicity: 1

Record 2
A structure of composition C11H31N6O9V. Source: the Open Molecules 2025 dataset; level of theory: ωB97M-V with the def2-TZVPD basis set.

Each line ends with the Mulliken charge.
Geometry (Å):
O: -0.82 0.99 -0.75  -0.6181
V: -0.44 -0.15 0.33  1.4356
O: -1.47 -0.04 1.50  -0.4416
C: 1.28 -0.87 -2.95  -1.2936
C: 1.79 -1.60 -1.78  1.0141
C: 3.20 -2.32 -2.04  -1.6900
O: 1.80 -0.66 -0.74  -0.6309
H: 1.19 -1.43 -3.88  0.4583
H: 1.93 -0.02 -3.16  0.2889
H: 0.23 -0.65 -2.72  0.1237
H: 1.18 -2.50 -1.72  -0.1347
H: 3.06 -2.83 -3.00  0.4216
H: 3.35 -3.03 -1.23  0.3222
H: 4.03 -1.62 -2.05  0.3571
O: 3.76 2.16 1.19  -0.9899
C: 2.91 2.78 2.15  -0.6880
C: 1.45 2.10 2.29  -0.3127
O: 1.26 0.75 1.83  -0.2258
H: 2.80 3.82 1.83  0.1995
H: 3.44 2.77 3.10  0.1831
H: 0.76 2.70 1.69  0.1165
H: 1.04 2.16 3.29  0.2034
C: 0.75 -3.36 1.85  0.4511
O: 0.43 -2.28 1.35  -0.3021
N: 0.09 -4.48 1.66  -0.4163
N: 1.96 -3.61 2.45  -0.4216
H: -0.59 -4.45 0.91  0.1247
H: 0.38 -5.40 1.96  0.1597
H: 2.08 -4.51 2.89  0.1306
H: 2.57 -2.81 2.55  0.3063
C: -2.33 -2.20 -1.66  0.4604
O: -1.59 -1.58 -0.98  -0.4518
N: -2.44 -3.44 -1.51  -0.3607
N: -2.96 -1.79 -2.71  -0.3793
H: -2.77 -3.95 -2.32  0.1633
H: -1.96 -3.92 -0.76  0.1561
H: -3.48 -2.51 -3.18  0.1026
H: -2.90 -0.83 -3.04  0.2613
C: -1.11 -0.34 4.70  0.6135
O: -1.88 -0.79 5.50  -0.7728
N: -0.03 -0.84 4.25  -0.2060
N: -1.12 0.93 4.35  -0.3120
H: 0.56 -1.43 4.82  0.1789
H: 0.41 -0.41 3.45  0.1381
H: -1.81 1.59 4.69  0.1284
H: -0.39 1.27 3.74  0.1701
C: -0.35 3.71 -2.68  -1.1656
C: -1.89 3.77 -2.73  0.9622
C: -2.44 4.18 -1.42  -1.4139
O: -2.27 4.72 -3.68  -0.5725
H: 0.07 3.09 -1.89  0.2852
H: 0.18 4.66 -2.56  0.2836
H: -0.13 3.20 -3.62  0.2923
H: -2.19 2.74 -2.94  -0.0708
H: -3.52 4.14 -1.55  0.3965
H: -2.35 5.26 -1.29  0.3309
H: -2.29 3.58 -0.52  0.3335
H: -2.44 5.54 -3.22  0.3175

Results
Total charge: -2
LUMO, eV: 3.638
HOMO energy, eV: 1.321
Orbital gap, eV: 2.3
Multiplicity: 1

Record 3
A cluster of 2 separate species, C4H3ClN2O in total. Source: the Open Molecules 2025 dataset; level of theory: ωB97M-V with the def2-TZVPD basis set.

Each line ends with the Mulliken charge.
Geometry (Å):
C: -2.19 1.87 0.35  0.2400
C: -0.75 0.18 1.84  0.4152
C: -0.32 0.43 -0.22  -0.3412
C: -1.05 1.25 0.78  0.1184
N: -3.11 2.54 0.19  -0.3109
N: 0.00 -0.52 0.87  -0.2073
O: -1.00 0.07 2.99  -0.4853
Cl: 0.53 3.12 1.52  -0.2363
H: -0.85 -0.04 -1.01  0.3391
H: 0.69 0.74 -0.66  0.1978
H: -0.06 -1.52 0.81  0.2705

Results
LUMO (alpha / beta), eV: -3.199 / -3.248
Relative energy (zero: lowest compared OMol25 entry of this formula, charge and spin), kJ/mol: 351.13
HOMO energy (alpha / beta), eV: -10.867 / -10.808
Orbital gap (alpha / beta), eV: 7.7 / 7.6
Multiplicity: 1

Record 4
A cluster of 2 separate species, H2N3 in total. Source: the Open Molecules 2025 dataset; level of theory: ωB97M-V with the def2-TZVPD basis set.

Each line ends with the Mulliken charge.
Geometry (Å):
N: 0.46 0.92 0.17  -0.6816
N: -0.32 -1.19 0.28  -0.4319
N: 0.08 -0.13 0.14  1.0945
H: 0.84 2.35 -0.87  0.6106
H: -1.05 -1.96 0.28  0.4085

Results
Total charge: +1
LUMO (alpha / beta), eV: -9.611 / -8.649
Relative energy (zero: lowest compared OMol25 entry of this formula, charge and spin), kJ/mol: 427.74
HOMO energy (alpha / beta), eV: -16.893 / -17.166
Orbital gap (alpha / beta), eV: 7.3 / 8.5
Multiplicity: 1

Record 5
A structure of composition C16H18IN3O2Ti. Source: the Open Molecules 2025 dataset; level of theory: ωB97M-V with the def2-TZVPD basis set.

Each line ends with the Löwdin spin population.
Geometry (Å):
C: 1.26 3.05 1.69  0.0022
C: 2.68 -0.05 0.10  -0.0028
H: 0.83 4.01 1.52  -0.0004
H: 2.30 3.07 1.30  0.0014
H: 1.29 2.76 2.75  0.0008
H: 3.03 -0.05 -0.96  -0.0004
H: 3.59 0.32 0.66  0.0013
H: 2.54 -1.10 0.47  -0.0005
C: -2.40 1.19 -0.26  0.0854
C: -3.72 0.95 -0.67  0.1019
C: -3.93 -0.13 -1.54  0.1373
C: -2.83 -0.90 -1.92  0.0345
H: -2.19 2.04 0.39  0.0093
H: -4.50 1.60 -0.31  0.0072
H: -4.92 -0.35 -1.91  0.0105
H: -2.97 -1.72 -2.62  0.0024
N: -1.37 0.41 -0.59  0.6064
C: -1.54 -0.64 -1.40  0.2109
C: -0.39 -1.56 -1.73  0.0328
N: 0.87 -1.28 -1.37  0.0522
C: 1.86 -2.11 -1.68  -0.0035
C: 0.40 -3.63 -2.78  0.0063
C: 1.70 -3.32 -2.36  0.0587
H: 2.87 -1.86 -1.39  -0.0010
H: 2.57 -3.93 -2.50  0.0042
C: -0.64 -2.75 -2.45  0.0448
H: -1.65 -2.99 -2.72  0.0027
H: 0.21 -4.54 -3.33  -0.0010
Ti: 1.13 1.27 0.71  0.1711
I: 0.92 2.51 -1.48  0.3983
O: -0.60 1.28 1.85  0.0098
C: -0.54 0.06 2.22  0.0020
C: -1.41 -0.57 3.23  0.0010
C: -1.11 -2.04 3.00  0.0003
C: -0.02 -2.06 1.92  0.0011
O: 0.38 -3.03 1.31  0.0027
N: 0.36 -0.73 1.65  0.0090
H: -1.08 -0.22 4.22  0.0001
H: -2.47 -0.31 3.10  0.0006
H: -0.73 -2.52 3.93  0.0000
H: -2.01 -2.58 2.67  0.0001

Results
LUMO (alpha / beta), eV: -1.219 / -3.900
HOMO energy (alpha / beta), eV: -4.695 / -8.537
Orbital gap (alpha / beta), eV: 3.5 / 4.6
Multiplicity: 3

Record 6
A cluster of 2 separate species, C5H7BrNP in total. Source: the Open Molecules 2025 dataset; level of theory: ωB97M-V with the def2-TZVPD basis set.

Each line ends with the Mulliken charge.
Geometry (Å):
C: -2.11 0.39 -0.09  -0.5097
C: -2.92 -1.76 -0.08  -0.5043
C: -3.28 -0.43 -0.02  0.1434
C: -1.09 -0.50 -0.01  -0.1477
C: 2.58 1.05 -0.20  -0.7116
N: -1.51 -1.78 -0.06  -0.0564
P: 1.96 -0.58 0.15  0.0208
Br: -5.07 0.26 0.11  -0.1840
H: -2.02 1.41 0.14  0.4233
H: -3.65 -2.56 -0.20  0.3779
H: 1.75 1.72 -0.46  0.2773
H: 3.45 1.12 -0.92  0.2815
H: 2.90 1.41 0.84  0.2563
H: -0.98 -2.75 -0.09  0.2811
H: 2.07 -0.74 1.62  0.0521

Results
LUMO (alpha / beta), eV: -0.973 / -0.949
Relative energy (zero: lowest compared OMol25 entry of this formula, charge and spin), kJ/mol: 366.61
HOMO energy (alpha / beta), eV: -8.468 / -8.275
Orbital gap (alpha / beta), eV: 7.5 / 7.3
Multiplicity: 1

Look up the multiplicity of the fourth one. 1